A structure of composition C73H64FeIN5O2P4 at a distorted geometry. Source: OMol25; level of theory: the ωB97M-V functional and the def2-TZVPD basis.

Computed properties:
Electronic energy, eV: -167917.1981
2S+1: 2
Frontier orbital gap (alpha / beta), eV: 3.4 / 3.3
HOMO level (alpha / beta), eV: -7.7449 / -7.7442
Charge: +1

XYZ file:
```
150
Properties=species:S:1:pos:R:3:forces:R:3
Fe 0.557 -0.514 0.405 0.54 -0.03 -0.14
C -7.032 1.881 -2.967 -0.09 0.16 0.31
O -6.614 1.269 -4.171 0.19 -0.36 -0.32
C -5.936 0.108 -4.112 0.01 -0.03 -0.04
C -5.611 -0.491 -5.342 -0.10 0.16 0.01
C -4.910 -1.666 -5.385 0.12 -0.09 0.07
C -4.472 -2.283 -4.192 -0.23 1.02 0.46
C -4.820 -1.685 -2.962 0.08 -0.30 -0.19
C -5.547 -0.518 -2.924 -0.14 0.16 0.16
N -3.771 -3.435 -4.278 0.26 -0.75 -0.56
N -3.261 -4.059 -3.317 -0.09 -0.54 0.62
C -2.349 -3.717 -2.436 -0.09 0.58 -0.75
C -2.224 -4.497 -1.252 0.21 -0.14 0.65
C -1.510 -4.065 -0.176 -0.29 -0.71 -0.15
C -0.828 -2.817 -0.216 0.44 0.64 1.34
O -0.333 -2.236 0.801 -0.80 -0.91 -1.10
C -0.752 -2.140 -1.473 -0.05 0.51 -1.29
N 0.051 -1.046 -1.479 -0.64 -0.50 -0.13
C 0.156 -0.372 -2.618 0.06 0.09 0.02
C -0.462 -0.765 -3.798 -0.13 -0.44 -0.01
C -1.294 -1.868 -3.797 0.25 0.19 -0.09
C -1.478 -2.566 -2.603 0.28 0.40 0.66
H -7.592 2.765 -3.262 0.05 -0.05 0.03
H -6.177 2.179 -2.352 0.01 -0.02 -0.05
H -7.681 1.219 -2.388 0.01 -0.01 -0.04
H -5.938 -0.002 -6.248 -0.01 0.00 -0.05
H -4.673 -2.136 -6.328 0.01 -0.03 -0.06
H -4.535 -2.166 -2.036 0.00 0.04 0.08
H -5.804 -0.095 -1.964 0.01 0.02 0.03
H -2.798 -5.411 -1.196 -0.03 -0.08 -0.03
H -1.482 -4.646 0.735 -0.03 0.04 0.07
H 0.747 0.529 -2.590 -0.04 0.01 -0.07
H -0.303 -0.187 -4.696 0.01 0.04 -0.03
H -1.786 -2.191 -4.703 -0.02 0.04 -0.02
N 3.098 -0.594 -1.398 -0.04 -0.15 -0.25
P 2.311 0.620 -0.450 0.47 -0.06 -0.41
C 3.703 1.238 0.565 -0.04 0.10 1.24
C 4.942 1.501 0.031 -0.07 0.01 -0.20
C 5.952 2.091 0.784 -0.13 0.04 0.24
C 5.713 2.476 2.116 0.22 0.23 -0.27
C 4.509 2.252 2.693 -0.60 -1.04 -0.31
C 3.398 1.587 1.975 3.20 -1.19 -0.81
C 2.412 1.969 -1.733 -0.07 -0.01 0.05
C 2.223 3.298 -1.360 0.05 -0.03 0.04
C 2.388 4.329 -2.269 -0.05 0.05 0.05
C 2.748 4.055 -3.578 -0.01 -0.02 -0.03
C 2.931 2.739 -3.968 -0.03 0.13 -0.15
C 2.758 1.707 -3.059 -0.03 -0.01 0.09
P 2.567 -2.168 -1.540 0.82 -0.47 0.51
C 3.846 -2.864 -2.618 -0.13 0.12 -0.20
C 3.968 -4.256 -2.601 -0.11 0.09 0.03
C 4.864 -4.894 -3.438 0.01 -0.02 -0.08
C 5.600 -4.157 -4.354 -0.02 -0.02 0.03
C 5.443 -2.781 -4.419 0.08 0.04 -0.10
C 4.578 -2.133 -3.554 0.02 0.00 0.13
C 3.022 -2.762 0.578 0.35 0.07 0.07
C 2.538 -4.095 0.733 0.16 -0.23 -0.15
C 3.382 -5.172 0.657 -0.39 -0.09 0.06
C 4.749 -4.992 0.428 0.14 0.57 -0.02
C 5.258 -3.713 0.292 0.29 -0.51 -0.01
C 4.425 -2.618 0.384 -0.37 0.20 0.18
H 4.056 -0.389 -1.668 -0.10 -0.07 0.03
H 5.151 1.272 -1.009 0.00 0.08 -0.09
H 6.917 2.280 0.340 0.05 -0.02 -0.06
H 6.500 2.968 2.668 0.03 -0.06 0.08
H 4.306 2.556 3.711 0.08 -0.03 0.09
H 3.170 0.664 2.535 -0.17 0.32 -0.03
H 1.961 3.550 -0.344 0.00 0.05 0.07
H 2.241 5.350 -1.947 0.00 0.06 0.02
H 2.883 4.859 -4.285 0.03 0.04 -0.05
H 3.214 2.511 -4.986 0.00 -0.02 -0.06
H 2.887 0.690 -3.403 0.05 -0.04 0.03
H 3.367 -4.828 -1.910 -0.03 -0.07 -0.02
H 4.981 -5.967 -3.385 -0.02 -0.05 -0.02
H 6.282 -4.656 -5.028 0.04 -0.01 -0.02
H 5.992 -2.209 -5.153 0.05 0.03 -0.02
H 4.466 -1.060 -3.629 0.02 0.07 -0.01
H 1.492 -4.224 0.979 -0.05 -0.05 -0.03
H 3.004 -6.175 0.798 -0.09 -0.03 0.04
H 5.404 -5.848 0.390 0.10 -0.08 -0.02
H 6.319 -3.565 0.154 0.07 0.03 0.03
H 4.845 -1.620 0.354 -0.04 0.02 0.02
C -1.294 0.395 3.133 0.01 -0.22 0.08
N -1.968 1.565 2.639 0.20 0.03 -0.09
C -1.517 2.104 1.389 0.07 0.15 -0.08
P -1.360 0.697 0.171 -0.55 0.96 0.26
C -1.666 1.595 -1.386 0.08 -0.08 -0.02
C -1.034 2.812 -1.620 -0.03 -0.10 0.10
C -1.279 3.512 -2.789 0.07 0.09 -0.09
C -2.154 3.001 -3.735 0.02 0.01 -0.02
C -2.772 1.778 -3.517 -0.02 -0.02 -0.06
C -2.522 1.073 -2.353 0.03 0.12 0.10
C -3.061 0.059 0.484 0.10 -0.21 -0.08
C -4.127 0.948 0.325 -0.04 -0.09 -0.03
C -5.412 0.581 0.680 0.00 0.09 -0.02
C -5.661 -0.687 1.185 -0.04 -0.07 -0.03
C -4.616 -1.581 1.333 -0.14 -0.08 0.01
C -3.323 -1.208 0.993 -0.04 0.04 -0.14
C -2.783 2.308 3.487 -0.18 0.12 0.09
C -3.528 1.659 4.477 0.07 -0.04 -0.04
C -4.347 2.379 5.328 0.03 0.05 0.00
C -4.455 3.755 5.202 -0.06 0.06 0.07
C -3.729 4.405 4.218 -0.07 -0.03 0.04
C -2.895 3.695 3.371 0.05 -0.02 -0.11
P 0.486 0.219 2.577 -0.48 0.45 1.17
C 1.095 1.859 3.038 0.27 0.25 -0.96
C 0.677 2.565 4.145 0.17 0.17 0.12
C 1.052 3.890 4.335 -0.06 -0.01 0.18
C 1.838 4.544 3.364 -0.01 -0.09 0.13
C 2.283 3.894 2.261 -0.56 -0.56 -0.48
C 2.024 2.450 2.047 -2.70 1.64 0.76
C 0.948 -0.864 3.968 0.16 -0.10 -0.21
C 0.406 -2.149 3.996 0.03 0.06 0.06
C 0.685 -2.993 5.055 -0.03 -0.07 -0.02
C 1.503 -2.561 6.090 0.00 0.07 0.02
C 2.044 -1.289 6.058 -0.01 -0.05 0.10
C 1.775 -0.438 4.997 -0.06 -0.03 -0.08
H -1.788 -0.537 2.821 0.02 0.01 0.21
H -1.282 0.414 4.225 0.01 -0.05 -0.13
H -0.554 2.629 1.478 -0.13 0.03 -0.12
H -2.262 2.807 1.011 0.09 -0.08 -0.04
H -0.353 3.215 -0.883 -0.01 0.08 0.03
H -0.786 4.458 -2.964 0.03 0.05 0.01
H -2.354 3.554 -4.642 -0.01 0.03 -0.05
H -3.448 1.372 -4.256 -0.05 -0.04 -0.06
H -3.002 0.118 -2.186 -0.03 0.01 -0.01
H -3.953 1.935 -0.080 0.00 0.07 0.02
H -6.219 1.294 0.572 -0.05 0.03 0.01
H -6.667 -0.971 1.460 -0.04 -0.02 0.04
H -4.802 -2.572 1.725 0.00 -0.02 0.02
H -2.525 -1.914 1.146 0.03 0.04 0.12
H -3.481 0.583 4.564 0.01 -0.07 0.01
H -4.909 1.858 6.090 -0.04 -0.03 0.03
H -5.099 4.314 5.866 -0.03 0.03 0.03
H -3.798 5.479 4.117 0.01 0.05 -0.02
H -2.313 4.231 2.634 0.07 0.02 -0.02
H 0.042 2.094 4.885 -0.06 -0.04 0.02
H 0.712 4.428 5.206 -0.01 0.01 0.06
H 2.091 5.585 3.508 0.00 0.07 -0.02
H 2.903 4.394 1.528 0.10 0.12 0.02
H 1.585 2.272 1.049 0.37 -0.01 0.39
H -0.214 -2.484 3.176 -0.06 -0.09 0.00
H 0.276 -3.993 5.065 -0.04 -0.06 0.03
H 1.727 -3.225 6.912 0.03 -0.02 0.04
H 2.699 -0.959 6.851 0.07 0.01 0.02
H 2.222 0.545 4.964 0.04 0.00 0.04
I 5.078 -1.438 3.719 -0.07 0.07 -0.36
C 2.227 -1.641 1.166 -0.32 0.55 -0.37
H 1.682 -2.074 1.996 0.25 -0.01 0.03
H 2.955 -0.939 1.569 0.07 -0.28 0.22
```
Forces are in eV/Å.

Atom charges from the Löwdin analysis, given in e for atoms 1 to 4: -0.09 -0.06 -0.06 -0.28